<1>
A single C5H10 molecule, computed with the ωB97M-V functional and the def2-TZVPD basis.

Results
net charge = 0
structure (SMILES) = C=CCCC
molecular weight = 70.1 g mol⁻¹
HOMO level = -9.76 eV

```
15
Properties=species:S:1:pos:R:3:nbo_charge:R:1
C 1.70 0.91 -0.01 -0.612
C -2.16 0.54 0.15 -0.407
C 1.34 -0.52 -0.16 -0.401
C -1.20 -0.19 -0.40 -0.177
C -0.03 -0.85 0.37 -0.435
H -2.09 0.91 1.16 0.195
H -3.01 0.81 -0.50 0.202
H 2.75 1.23 -0.31 0.214
H 2.09 -1.11 0.42 0.200
H 1.37 -0.79 -1.19 0.199
H -0.08 -0.64 1.45 0.203
H 1.58 1.23 1.02 0.200
H -0.08 -1.98 0.29 0.216
H 0.96 1.62 -0.56 0.207
H -1.45 -0.61 -1.48 0.197
```

---

<2>
A single C5H10 molecule, computed with the ωB97M-V functional and the def2-TZVPD basis.

Results
net charge = 0
structure (SMILES) = C/C=C/CC
molecular weight = 70.1 g mol⁻¹
HOMO level = -9.52 eV

```
15
Properties=species:S:1:pos:R:3:nbo_charge:R:1
C 0.09 -0.11 -0.10 -0.160
C -2.43 -0.46 0.13 -0.598
C 2.52 -0.29 0.02 -0.596
C 1.22 0.38 0.08 -0.203
C -1.28 0.60 -0.12 -0.437
H -2.51 -1.26 -0.71 0.203
H 3.04 -0.43 1.06 0.204
H -1.32 1.45 0.52 0.211
H -3.44 0.14 0.32 0.202
H 0.15 -1.15 -0.61 0.179
H -2.44 -1.10 0.89 0.201
H 3.33 0.22 -0.68 0.203
H 1.39 1.24 0.58 0.184
H -1.52 1.23 -1.08 0.216
H 2.68 -1.11 -0.36 0.190
```

---

<3>
A single C5H10 molecule, computed with the ωB97M-V functional and the def2-TZVPD basis.

Results
net charge = 0
structure (SMILES) = CC=C(C)C
molecular weight = 70.1 g mol⁻¹
HOMO level = -8.41 eV

```
15
Properties=species:S:1:pos:R:3:nbo_charge:R:1
C -0.34 -1.02 -0.12 -0.196
C -1.84 -0.81 0.11 -0.663
C 0.52 0.11 0.09 0.020
C -0.02 1.54 0.25 -0.674
C 2.02 -0.19 -0.16 -0.669
H -2.27 -1.70 0.64 0.215
H 2.12 -0.96 -0.92 0.220
H -0.74 1.88 -0.56 0.219
H 2.54 -0.76 0.65 0.229
H -0.18 -2.02 -0.46 0.204
H -2.29 -0.46 -0.80 0.216
H 0.80 2.25 0.12 0.227
H 2.56 0.59 -0.72 0.215
H -0.75 1.62 1.07 0.233
H -2.12 -0.07 0.81 0.204
```

---

<4>
A single C5H10 molecule, computed with the ωB97M-V functional and the def2-TZVPD basis.

Results
net charge = 0
structure (SMILES) = C=CC(C)C
molecular weight = 70.1 g mol⁻¹
HOMO level = -9.91 eV

```
15
Properties=species:S:1:pos:R:3:nbo_charge:R:1
C -0.98 1.28 -0.07 -0.597
C 2.37 -0.04 0.12 -0.369
C 1.18 0.08 -0.34 -0.186
C -0.17 -0.02 0.29 -0.270
C -0.99 -1.31 0.00 -0.615
H -0.55 -2.17 0.48 0.211
H 3.24 0.12 -0.45 0.192
H -0.17 0.11 1.38 0.208
H -1.85 1.43 0.63 0.212
H -1.08 -1.63 -1.02 0.207
H 1.29 0.34 -1.38 0.195
H -0.32 2.18 0.22 0.212
H -2.04 -1.38 0.27 0.215
H -1.28 1.27 -1.17 0.207
H 2.64 -0.41 1.17 0.178
```

---

Relative energies in hartree: <1> 0.0000; <2> 0.0830; <3> 0.0309; <4> 0.0105

---

<1>
2 unconnected molecules or ions with the total composition C5H10, computed with the ωB97M-V functional and the def2-TZVPD basis.

Results
net charge = 0
molecular weight = 70.1 g mol⁻¹
HOMO level = -8.08 eV

```
15
Properties=species:S:1:pos:R:3:nbo_charge:R:1
C -2.13 -0.07 -0.24 -0.413
C -0.98 -1.08 0.20 -0.456
C -0.99 0.90 -0.78 -0.456
C 2.76 0.21 0.63 -0.855
C -0.54 0.28 0.46 -0.012
H -1.14 1.98 -0.79 0.217
H 3.31 -0.32 1.42 0.212
H 3.29 1.13 0.37 0.211
H 2.68 -0.43 -0.25 0.205
H -2.66 -0.49 -1.09 0.265
H -0.71 0.51 -1.77 0.194
H -0.70 -1.62 -0.72 0.194
H -1.13 -1.75 1.05 0.217
H -2.82 0.30 0.52 0.246
H 1.76 0.45 1.00 0.230
```

---

<2>
A single C5H10 molecule, computed with the ωB97M-V functional and the def2-TZVPD basis.

Results
net charge = 0
structure (SMILES) = CCC1CC1
molecular weight = 70.1 g mol⁻¹
HOMO level = -9.26 eV

```
15
Properties=species:S:1:pos:R:3:nbo_charge:R:1
C 2.05 0.03 -0.25 -0.603
C 0.76 -0.57 0.30 -0.397
C -1.80 -0.48 0.12 -0.413
C -0.47 -0.10 -0.45 -0.271
C -1.44 0.96 0.13 -0.403
H -1.97 1.55 -0.62 0.203
H 2.91 -0.22 0.37 0.209
H -2.64 -0.85 -0.46 0.216
H 2.25 -0.34 -1.27 0.205
H -0.35 0.50 -1.33 0.239
H 0.62 -0.28 1.35 0.191
H 1.97 1.12 -0.30 0.201
H -1.70 -0.93 1.10 0.216
H -1.12 1.49 1.02 0.205
H 0.86 -1.66 0.31 0.203
```

---

<3>
2 unconnected molecules or ions with the total composition C5H10, computed with the ωB97M-V functional and the def2-TZVPD basis.

Results
net charge = 0
molecular weight = 70.1 g mol⁻¹
HOMO level = -7.60 eV

```
15
Properties=species:S:1:pos:R:3:nbo_charge:R:1
C -0.68 -0.19 -0.10 -0.078
C 0.55 0.05 0.59 -0.081
C -0.55 -0.93 -1.44 -0.662
C 0.79 1.33 -0.08 -0.406
C 1.36 -0.96 1.29 -0.485
H 2.30 -0.55 1.69 0.195
H 1.70 1.39 -0.58 0.210
H -1.52 0.49 -0.06 0.216
H 0.18 -1.75 -1.28 0.220
H 0.33 2.21 0.27 0.207
H -0.10 -0.25 -2.19 0.235
H -5.82 2.73 0.32 -0.001
H -1.46 -1.39 -1.84 0.220
H 1.19 -2.05 1.37 0.208
H -5.58 3.34 0.72 0.001
```

---

Relative energies in hartree: <1> 0.1006; <2> 0.0000; <3> 0.1449

---

<1>
A single C5H10 molecule, computed with the ωB97M-V functional and the def2-TZVPD basis.

Results
net charge = 0
structure (SMILES) = C=C(C)CC
molecular weight = 70.1 g mol⁻¹
HOMO level = -9.32 eV

```
15
Properties=species:S:1:pos:R:3:nbo_charge:R:1
C 0.04 -1.02 -1.33 -0.648
C -0.67 0.54 0.60 -0.437
C 0.74 -1.49 1.02 -0.422
C 0.10 -0.70 0.17 0.045
C -0.08 1.86 0.12 -0.601
H 0.49 -1.97 -1.60 0.216
H -0.97 -1.02 -1.71 0.211
H 0.55 -0.22 -1.89 0.213
H 0.81 -1.22 2.06 0.195
H 0.90 2.06 0.57 0.209
H -1.70 0.45 0.24 0.204
H 1.26 -2.38 0.65 0.196
H 0.04 1.90 -0.99 0.203
H -0.73 0.54 1.68 0.207
H -0.78 2.66 0.41 0.210
```

---

<2>
2 unconnected molecules or ions with the total composition C5H10, computed with the ωB97M-V functional and the def2-TZVPD basis.

Results
net charge = 0
structure (SMILES) = C=CC.C=C
molecular weight = 70.1 g mol⁻¹
HOMO level = -9.50 eV

```
15
Properties=species:S:1:pos:R:3:nbo_charge:R:1
C -0.96 0.07 -0.79 -0.169
C -2.17 0.04 0.11 -0.658
C 2.71 0.16 1.12 -0.389
C 1.42 0.32 1.36 -0.381
C -0.83 -0.57 -1.93 -0.402
H 0.96 1.31 1.37 0.186
H -1.47 -1.35 -2.32 0.189
H -0.13 -0.19 -2.68 0.195
H 3.09 -0.83 0.90 0.195
H -1.97 0.59 1.03 0.211
H -3.01 0.51 -0.41 0.223
H 3.37 0.99 0.93 0.193
H 0.75 -0.49 1.61 0.196
H -2.47 -0.98 0.36 0.217
H -0.27 0.89 -0.59 0.194
```

---

<3>
A single C5H10 molecule, computed with the ωB97M-V functional and the def2-TZVPD basis.

Results
net charge = 0
structure (SMILES) = C/C=C/CC
molecular weight = 70.1 g mol⁻¹
HOMO level = -9.08 eV

```
15
Properties=species:S:1:pos:R:3:nbo_charge:R:1
C 2.08 -0.68 -0.11 -0.577
C -1.02 -0.28 0.22 -0.235
C -0.15 0.66 -0.06 -0.124
C -2.49 -0.16 -0.01 -0.643
C 1.34 0.62 0.17 -0.425
H -2.58 0.84 -0.62 0.223
H 1.54 1.01 1.36 0.186
H -2.85 -1.09 -0.68 0.210
H 1.60 -1.45 0.32 0.203
H 1.63 1.49 -0.29 0.209
H 2.02 -0.92 -0.98 0.185
H -0.50 1.69 -0.75 0.165
H 3.17 -0.44 0.04 0.210
H -3.26 -0.28 0.87 0.229
H -0.52 -1.03 0.52 0.183
```

---

<4>
A molecular structure, C5H10, computed with the ωB97M-V functional and the def2-TZVPD basis.

Results
net charge = 0
molecular weight = 70.1 g mol⁻¹
HOMO level = -7.69 eV

```
15
Properties=species:S:1:pos:R:3:nbo_charge:R:1
C -2.13 0.24 0.20 -0.479
C -0.80 0.40 0.10 -0.117
C 0.27 -0.43 -0.20 -0.087
C 1.26 -0.81 0.89 -0.655
C -0.08 1.57 -0.18 -0.393
H 0.13 -1.02 -1.08 0.215
H 0.91 1.75 0.18 0.214
H -2.57 1.24 0.16 0.199
H -2.58 -0.74 0.28 0.211
H 2.07 -1.36 0.44 0.224
H 4.54 -3.34 -3.18 0.000
H 3.95 -3.75 -3.38 0.000
H -0.60 2.16 -0.91 0.215
H 1.64 0.16 1.21 0.220
H 0.76 -1.22 1.79 0.232
```

---

Relative energies in hartree: <1> 0.0000; <2> 0.0550; <3> 0.1288; <4> 0.1634

---

<1>
A gas-phase ion, C6H13N (charge +1), computed with the ωB97M-V functional and the def2-TZVPD basis.

Results
net charge = +1
multiplicity = 2
molecular weight = 99.2 g mol⁻¹
HOMO level (spin up / spin down) = -14.54 / -15.38 eV

```
20
Properties=species:S:1:pos:R:3:nbo_charge:R:1
N 0.93 -1.61 -1.86 -0.615
C 0.03 -0.37 0.00 0.028
C -0.28 -2.80 -0.05 -0.709
C 0.26 -1.56 -0.60 0.278
C -1.02 2.42 1.17 -0.627
C 0.37 1.90 0.81 -0.408
C 0.29 1.03 -0.43 -0.490
H 0.88 1.26 1.57 0.217
H -1.11 2.42 2.29 0.232
H 1.26 1.03 -0.98 0.231
H -0.44 1.23 -1.32 0.283
H -1.10 -2.96 -0.69 0.271
H -0.55 -0.39 1.04 0.246
H -0.43 -2.74 1.03 0.263
H 1.38 -2.42 -2.12 0.420
H 1.36 -0.67 -2.06 0.415
H -1.23 3.43 0.86 0.240
H 1.01 2.79 0.53 0.243
H -1.84 1.76 0.81 0.202
H 0.25 -3.77 0.01 0.279
```

---

<2>
A gas-phase ion, C6H13N (charge +1), computed with the ωB97M-V functional and the def2-TZVPD basis.

Results
net charge = +1
multiplicity = 2
molecular weight = 99.2 g mol⁻¹
HOMO level (spin up / spin down) = -13.43 / -13.42 eV

```
20
Properties=species:S:1:pos:R:3:nbo_charge:R:1
N -2.15 -1.26 -0.02 -0.849
C -1.09 -1.04 -1.04 -0.210
C -0.25 1.39 -0.36 -0.518
C 1.76 0.63 0.92 0.093
C -1.00 0.49 -1.41 -0.400
C 2.60 -0.45 1.42 -0.716
C 0.40 0.58 0.69 0.098
H -1.03 2.08 -0.02 0.305
H -1.80 0.95 -1.98 0.249
H -2.70 -2.09 -0.23 0.381
H 2.21 -1.29 1.99 0.270
H 3.17 -0.75 0.53 0.309
H -1.25 -1.48 -2.01 0.214
H -0.31 0.41 -2.27 0.228
H -0.16 -1.26 -0.51 0.168
H -0.28 -0.07 1.23 0.260
H 2.31 1.46 0.48 0.229
H -2.82 -0.50 -0.18 0.357
H 3.49 -0.08 1.97 0.297
H 0.51 1.92 -0.94 0.236
```

---

Relative energies in hartree: <1> 0.0000; <2> 0.0415

---

<1>
2 unconnected molecules or ions with the total composition C3H5F2NO, computed with the ωB97M-V functional and the def2-TZVPD basis.

Results
net charge = 0
molecular weight = 109.1 g mol⁻¹
HOMO level (spin up / spin down) = -8.22 / -8.22 eV

```
12
Properties=species:S:1:pos:R:3:nbo_charge:R:1
F -0.96 -1.23 -1.09 -0.342
F 0.56 -1.70 0.39 -0.332
O 0.89 -1.29 -3.01 -0.207
N 1.34 -0.72 -2.11 0.157
C 0.18 0.59 0.12 -0.519
C -0.66 0.71 1.38 -0.627
C 0.15 -0.75 -0.46 0.719
H 1.26 0.69 0.16 0.244
H -0.77 1.70 1.65 0.219
H -0.24 0.40 2.41 0.230
H -0.07 1.27 -0.67 0.235
H -1.68 0.34 1.22 0.224
```

---

<2>
A single C3H5F2NO molecule, computed with the ωB97M-V functional and the def2-TZVPD basis.

Results
net charge = 0
structure (SMILES) = C[C@@H](N=O)C(F)F
molecular weight = 109.1 g mol⁻¹
HOMO level (spin up / spin down) = -9.00 / -9.00 eV

```
12
Properties=species:S:1:pos:R:3:nbo_charge:R:1
F 0.07 1.80 -1.08 -0.307
F 0.63 2.03 1.09 -0.371
O 1.82 -0.34 -1.39 -0.258
N 1.62 -0.64 -0.24 0.136
C -0.15 1.32 0.15 0.577
C 0.41 -0.25 0.46 -0.186
C -0.73 -1.11 -0.14 -0.622
H -1.01 -0.64 -1.15 0.228
H 0.57 -0.35 1.48 0.217
H -1.16 1.36 0.49 0.138
H -0.45 -2.14 -0.15 0.228
H -1.62 -1.04 0.47 0.219
```

---

Relative energies in hartree: <1> 0.0149; <2> 0.0000